The following is a DFT calculation (wB97M-V/def2-TZVPD) of a 2-piece molecular cluster, C7H17NO overall.

Last column: Mulliken charge in e.
Positions of all 26 atoms, in Å:
C: 0.945038 -0.671015 -1.729097  -1.43
H: 2.295291 1.994527 0.155704  0.36
O: -0.755094 0.569993 1.610258  -0.60
H: -1.192081 -1.080799 -1.622959  0.34
C: -0.821604 -2.807854 0.347467  -0.90
H: -1.606650 -2.843247 -0.454244  0.28
H: 0.721259 2.077693 0.605484  0.34
N: -0.517645 -1.341708 0.472311  0.09
H: 0.210364 -3.121570 -0.151599  0.23
C: -0.412551 -0.631110 -0.931310  -0.55
H: -1.220937 -0.697208 3.719171  0.26
C: 1.413986 3.397813 -1.146596  -1.07
H: -1.030448 0.223466 -0.762822  0.59
H: -2.175905 -2.133258 2.929109  0.33
H: 0.811121 3.341203 -1.984183  0.37
C: 1.308178 2.141299 -0.253624  -0.21
H: -2.548916 -0.479375 2.431995  0.32
H: 2.417860 3.455854 -1.602449  0.24
H: 1.167496 4.365732 -0.581021  0.28
H: 1.740414 -0.292803 -1.139304  0.44
H: -0.989657 -3.541340 1.141764  0.37
H: 0.955475 1.413704 -0.997866  -0.38
H: 1.245484 -1.640998 -1.955160  0.43
H: 0.767429 0.041225 -2.530164  0.35
C: -1.843743 -1.080353 2.779975  -1.02
C: -0.884161 -0.659871 1.649159  0.56

Forces on atoms 1 to 2 (eV/Å):
C -2.1 1.8 2.0
H 0.6 -0.8 -0.3

E = -11069.194 eV
ΔE to the lowest compared entry with this formula, charge and spin = 91.0 kcal/mol
orbital gap = 9.92 eV
2S+1 = 1


The following is a DFT calculation (wB97M-V/def2-TZVPD) of a 2-piece molecular cluster, C7H17NO4P overall.

Last column: Mulliken charge in e.
Positions of all 30 atoms, in Å:
H: 0.901532 4.522145 2.587891  0.30
C: -0.424313 -3.472630 1.855991  -0.75
H: -2.009841 2.560979 1.081005  0.29
H: -1.189189 -3.522078 2.680209  0.25
C: -1.239671 2.882546 0.376314  -0.85
H: -1.023685 2.058683 -0.308961  0.17
H: -0.461704 -1.091231 -3.589936  -0.14
H: -1.592056 3.738337 -0.203492  0.35
H: 1.424341 -0.493543 -3.499921  0.03
H: 0.636955 -3.653548 2.151708  0.27
H: -1.621597 -3.722301 0.014838  0.39
H: 0.711099 -3.851310 -0.957138  0.36
P: 0.441034 -0.885623 -2.484189  0.07
O: 1.032629 -2.539776 -2.429645  -0.43
O: -0.738998 -1.236567 -1.218661  -0.48
C: 0.016162 3.246918 1.123161  0.85
H: 2.121367 -2.784168 -0.553093  0.20
C: -0.820122 -3.132457 0.543814  -0.68
C: -0.065724 -1.954737 -0.172357  0.92
H: 0.489302 -0.008764 0.319663  0.21
C: 1.082434 -2.774406 -1.006614  -0.66
O: -0.037000 0.815798 -2.494695  -0.58
O: 1.061933 2.660633 0.929746  -0.54
H: -0.169247 -0.847968 1.595180  0.31
H: 0.759969 1.274149 -2.190151  0.30
N: 0.406823 -0.922601 0.758787  -0.54
H: -0.373902 5.292369 1.624897  0.32
H: -0.795536 4.114369 2.905279  0.31
C: -0.074867 4.369528 2.125894  -1.19
H: 1.551873 -0.642747 -1.565524  -0.06

Forces on atoms 1 to 2 (eV/Å):
H -0.1 0.0 0.0
C -0.9 0.2 -1.2

E = -26500.730 eV
ΔE to the lowest compared entry with this formula, charge and spin = 57.5 kcal/mol
orbital gap = 6.77 eV
2S+1 = 1
total charge = -1


The following is a DFT calculation (wB97M-V/def2-TZVPD) of a 2-piece molecular cluster, C7H17NOP overall.

Last column: Mulliken charge in e.
Positions of all 27 atoms, in Å:
C: -0.806554 -0.664441 0.222259  -0.93
O: 2.070539 -1.012877 -0.189694  -0.48
C: -2.342926 -0.690156 -0.015514  -0.19
H: 0.151556 3.561919 0.081153  0.32
C: -0.274151 0.578494 -0.471370  0.71
H: -0.552316 -0.748955 1.285113  0.50
H: 3.794815 -1.462797 3.146003  -0.05
N: 2.773295 -0.246844 0.890962  -0.24
H: 0.313627 0.759492 -2.512230  0.55
C: -2.869369 -1.953971 0.663827  -1.40
C: -0.562198 0.575082 -1.971679  -1.62
H: -1.044145 -0.457995 -2.128607  0.30
H: -2.796641 0.265427 0.187685  0.44
C: 0.323456 1.543763 0.235252  0.08
H: 0.706392 2.706744 -1.459044  0.26
H: -4.006917 -2.012141 0.561559  0.31
C: 0.825989 2.845752 -0.346453  -1.36
H: -0.525520 -1.627810 -0.454468  0.19
H: -2.494996 -0.933762 -1.159455  0.19
H: 0.401656 1.390837 1.335112  0.21
H: 1.845767 2.984926 -0.238090  0.38
H: 2.858147 -1.241134 -0.831921  0.25
P: 4.031353 -1.055451 1.554983  -0.41
H: 4.595198 0.153330 1.982621  -0.01
H: -1.388292 1.372652 -2.235337  0.18
H: -2.453388 -2.780439 0.222860  0.38
H: -2.574372 -1.849658 1.644464  0.41

Forces on atoms 1 to 2 (eV/Å):
C -0.7 -1.0 -2.8
O 3.0 -0.9 -1.3

E = -20356.533 eV
ΔE to the lowest compared entry with this formula, charge and spin = 0.0 kcal/mol
orbital gap = 5.94 eV
2S+1 = 1
total charge = -1


The following is a DFT calculation (wB97M-V/def2-TZVPD) of one molecule with the formula C7H17O7P.

Last column: Mulliken charge in e.
Positions of all 32 atoms, in Å:
H: -1.118094 2.893314 2.317740  0.31
H: 0.467097 -0.906286 -0.080369  -0.47
H: -0.512563 -2.714078 0.574516  0.20
O: 1.484047 -1.538548 -3.190299  -0.45
H: -3.084420 1.657030 -1.445074  0.34
C: 0.359899 -2.867884 1.223065  -0.20
H: 1.113287 -2.032124 3.048754  0.30
H: 0.632667 2.854448 2.069032  0.36
C: -0.317744 3.160682 1.635035  -1.36
C: 0.148831 -2.136121 2.554594  -1.01
O: 1.553403 -2.502259 0.565230  -0.43
C: -1.632631 0.085884 -1.291182  -0.11
H: 0.038016 1.432821 0.459750  -0.24
O: 0.527004 0.583646 -1.987824  0.02
H: -0.270320 -1.147606 2.369110  0.20
P: 1.855458 -0.340941 -2.217460  0.90
O: -1.843319 2.155282 0.033439  -0.44
H: 1.764461 -0.531538 1.042087  0.32
O: 2.850693 0.465951 -2.859463  -0.71
H: -2.496554 -0.489035 -1.614304  0.36
H: -0.260577 4.229969 1.454174  0.35
H: -1.490619 2.140203 -2.020191  0.31
C: -0.469058 2.393331 0.327032  0.58
H: -0.033336 2.923199 -0.521401  0.29
O: -0.623528 -0.237205 -2.228708  -0.37
O: 2.449429 -0.882072 -0.829381  -0.32
C: 1.501010 -1.155749 0.183809  0.56
C: -2.017875 1.579541 -1.243203  -0.50
H: 0.366282 -3.933612 1.434774  0.38
H: -1.415886 -0.234999 -0.266164  0.06
H: 0.986553 -2.233286 -2.727782  0.36
H: -0.511613 -2.671961 3.230667  0.40

Forces on atoms 1 to 2 (eV/Å):
H -0.1 0.1 0.1
H 0.2 0.0 -0.4

E = -31154.515 eV
ΔE to the lowest compared entry with this formula, charge and spin = 66.0 kcal/mol
orbital gap = 10.61 eV
2S+1 = 1


The following is a DFT calculation (wB97M-V/def2-TZVPD) of a 2-piece molecular cluster, C7H17OPS overall.

Last column: Mulliken charge in e.
Positions of all 27 atoms, in Å:
C: -1.731931 1.248664 1.773480  -0.95
H: -2.753753 1.014046 1.624940  0.36
C: 2.563342 -3.035333 0.335344  -1.26
H: 0.205208 -1.805993 -2.219446  0.34
H: -2.270304 -0.471930 -0.649796  0.14
H: 2.215633 -3.079332 1.334260  0.40
S: -1.167868 2.170246 0.259727  0.72
H: -2.080093 4.047397 -0.386928  0.25
O: 0.644873 0.420167 -0.267301  -0.54
H: -1.189361 0.404193 1.781017  0.28
C: -0.576716 -1.590223 -1.444355  -0.58
H: 3.548059 -3.319986 0.153223  0.42
H: -1.333378 0.352649 -1.974746  0.25
P: 0.500585 -1.069865 0.058294  -0.13
H: -1.097008 -2.579718 -1.046433  0.27
C: 0.490941 2.946126 0.764545  -0.99
C: 2.298814 -1.651565 -0.175460  -0.40
H: -2.380276 -1.107368 -2.286812  0.40
H: 1.937364 -3.767642 -0.217294  0.26
H: 0.491148 3.949164 0.971802  0.50
H: 0.796427 2.486851 1.681290  0.31
H: 2.563502 -1.609151 -1.299180  0.28
H: 1.103580 2.528790 -0.027803  0.32
C: -1.706423 -0.571122 -1.577511  -0.92
C: -2.459523 3.102810 -0.056545  -0.48
H: -1.566225 1.928966 2.539878  0.47
H: 2.953385 -0.940839 0.351811  0.29

Forces on atoms 1 to 2 (eV/Å):
C -0.8 1.8 -2.5
H -1.0 0.1 -0.2

E = -29699.374 eV
ΔE to the lowest compared entry with this formula, charge and spin = 132.8 kcal/mol
orbital gap = 4.12 eV
2S+1 = 1


The following is a DFT calculation (wB97M-V/def2-TZVPD) of an isolated ion of composition C7H18BN3O6P3 and charge +1.

Last column: Mulliken charge in e.
Positions of all 38 atoms, in Å:
H: -2.775368 3.564944 1.079569  0.36
P: 3.224844 -0.290792 -0.662314  0.15
C: 4.164389 1.209785 -1.074039  -1.00
H: -3.240261 -0.904857 -2.805954  0.37
O: 2.935583 -0.885573 -2.152020  -0.51
H: 4.256075 1.308033 -2.153954  0.29
H: -0.682328 -4.682086 1.662159  0.34
H: -0.435940 -2.131160 1.722794  0.35
H: 1.422875 -3.820216 2.246990  0.36
H: 0.436709 -5.540368 0.635133  0.37
H: 5.136972 1.133393 -0.598802  0.36
H: 1.239401 -1.498796 1.906956  0.39
C: -1.747850 3.374020 1.401831  -0.87
C: 0.580642 -2.147938 1.330348  -0.39
H: -3.180421 2.592185 -0.739154  0.31
O: 0.526663 -1.602314 -0.040982  -0.35
N: -0.092645 1.767207 0.064010  0.58
C: -0.565354 0.529432 0.184699  0.08
H: 2.784020 -1.837788 -2.124943  0.35
C: 1.589982 0.519404 -0.321510  0.29
H: -0.569227 -4.213751 -0.024733  0.30
O: -4.756679 0.090935 -0.950370  -0.64
N: 0.492188 -0.251595 -0.042220  0.55
C: 0.011017 -4.559865 0.828468  -1.18
H: 1.977115 -3.621174 0.602790  0.30
P: -2.225080 -0.175753 0.481765  -0.19
H: -1.781780 2.550330 2.114366  0.32
N: 1.229499 1.763626 -0.267670  -0.71
H: 0.002093 4.813805 -0.483743  0.34
H: 3.638110 2.091473 -0.712616  0.37
B: -0.777509 3.126820 0.212310  0.26
P: -3.383129 0.500999 -1.235362  1.04
H: -1.453697 4.264304 1.961209  0.32
H: -2.766561 0.628992 1.493450  0.08
O: -2.706093 -0.156367 -2.496270  -0.49
C: 1.094456 -3.559028 1.238242  -0.51
O: -0.454449 4.007665 -0.748920  -0.49
O: -3.148263 2.042070 -1.531513  -0.49

Forces on atoms 1 to 2 (eV/Å):
H 0.0 0.1 0.0
P 0.3 -0.1 0.5

E = -52845.445 eV
orbital gap = 8.67 eV
2S+1 = 1
total charge = +1


The following is a DFT calculation (wB97M-V/def2-TZVPD) of C7H18CeF5I2O2P2Te as an isolated structure.

Last column: Mulliken charge in e.
Positions of all 38 atoms, in Å:
H: -2.743605 0.578835 -2.539632  0.17
P: -2.738668 0.154747 -0.192186  0.76
Te: -0.446726 -0.592771 4.061978  1.60
H: 5.186717 1.001798 -0.208794  0.44
C: 3.288669 -1.197591 0.682576  -0.78
H: 2.811460 -1.157704 -2.335039  0.34
H: -4.307251 -0.195631 -2.082062  0.39
C: 0.158703 -0.344369 -1.042556  0.10
C: 4.187148 1.412015 0.015626  -1.25
F: -1.703232 -1.864196 3.427806  -0.47
H: -5.069258 0.925857 0.076236  0.44
Ce: 0.013007 1.481138 0.767662  1.40
C: -3.212885 -0.199198 -1.917460  -0.94
H: -3.986040 1.632527 1.300581  0.38
F: 1.576273 2.322503 1.978010  -0.54
P: 2.839353 0.258537 -0.337742  0.80
F: 1.240091 -1.130689 3.209425  -0.48
O: 0.015091 -1.239648 -1.813901  -0.18
O: -0.749961 0.288750 2.407166  -0.57
H: 4.390237 -0.227971 -2.218217  0.38
I: -0.009169 -1.035326 -5.282082  0.63
H: 3.033434 -2.125195 0.158120  0.36
H: -2.768859 -1.145575 -2.217793  0.34
C: -3.307223 -1.322672 0.745189  -0.85
H: -3.886271 2.299707 -0.382663  0.38
H: 4.341889 -1.174078 0.997775  0.40
H: 4.151134 1.727521 1.071005  0.36
C: 3.288134 -0.212082 -2.054372  -1.00
I: -0.001514 1.548992 -3.555216  0.22
H: -2.710552 -1.382903 1.667709  0.07
H: 4.021042 2.324798 -0.582536  0.38
H: -4.365744 -1.260165 1.036193  0.39
C: -4.060773 1.377786 0.221722  -1.31
F: -0.878191 3.344360 0.591927  -0.49
F: -0.017629 -2.033750 5.292913  -0.46
H: 2.674157 -1.174021 1.602534  0.02
H: 2.830410 0.556064 -2.709815  0.19
H: -3.083390 -2.220411 0.159910  0.36

Forces on atoms 1 to 2 (eV/Å):
H -0.4 -0.1 0.0
P -1.4 0.2 0.4

<S²> = 0.99
E = -80218.533 eV
ΔE to the lowest compared entry with this formula, charge and spin = 19.0 kcal/mol
orbital gap (alpha / beta) = 3.72 / 3.18 eV
2S+1 = 2
total charge = +2


The following is a DFT calculation (wB97M-V/def2-TZVPD) of C7H18ClIN2O2PSn as an isolated structure.

Last column: Mulliken charge in e.
Positions of all 33 atoms, in Å:
I: 2.032716 -1.613174 -3.643344  0.18
Cl: -1.996042 -1.036042 -0.514461  -0.30
Sn: 0.328426 -1.926908 -1.352858  0.80
C: -0.671220 2.046183 -0.658853  -1.13
P: 0.025803 0.831542 -1.841086  0.55
H: -0.947350 -3.992196 -2.361167  0.39
H: -1.561701 -1.607481 4.259346  0.34
H: 1.073823 2.582545 -3.196436  0.42
H: -1.659688 -3.751618 -0.710533  0.35
H: -1.045758 2.933217 -1.192847  0.46
H: 1.838752 1.388781 4.070885  0.26
C: 0.569153 0.263006 2.891849  0.56
H: 2.124904 1.120612 -3.024786  0.30
C: -0.739040 -3.793570 -1.297365  -0.95
H: 0.109298 2.352714 0.050340  0.36
H: -2.203040 0.569862 -2.768694  0.41
H: -0.101857 -4.594748 -0.915419  0.40
N: 1.785476 0.846690 3.220266  -0.35
H: -1.240407 1.783683 -3.700810  0.46
H: -1.822936 -0.585635 2.822157  0.24
C: 1.442479 1.809121 -2.501347  -1.04
H: 1.963090 2.280088 -1.650179  0.38
C: -1.532686 -0.579890 3.876977  -0.59
N: -0.216403 -0.006335 3.975687  0.04
H: 2.313532 1.159617 2.418327  0.25
C: 2.391229 -0.883534 -0.277869  0.24
H: -0.940288 0.022608 -3.920237  0.37
H: 0.096392 0.334541 4.871975  0.30
H: -2.250627 0.003423 4.463818  0.36
H: -1.483989 1.576145 -0.093010  0.35
O: 0.275218 -0.045313 1.731125  -0.34
O: 3.260907 -0.292123 0.167735  -0.06
C: -1.218155 0.804184 -3.199188  -0.99

Forces on atoms 1 to 2 (eV/Å):
I -0.8 -0.4 0.8
Cl 1.3 0.0 -0.3

E = -50337.576 eV
orbital gap (alpha / beta) = 5.32 / 5.09 eV
2S+1 = 1
total charge = +3


Going through the records in order, we get max |F| values of 6.839; 2.918; 4.594; 1.979; 3.819; 1.106; 6.810; 4.517 eV/A.
Going through the records in order, we get molar mass values of 131.22; 210.19; 162.19; 244.18; 180.25; 343.97; 812.68; 474.27 u.